No. 1
ORCA calculation (ωB97M-V with the def2-TZVPD basis set) on a 2-piece molecular cluster, C4H12NO2 overall.

The geometry in ORCA input format:
```
! wB97M-V def2-TZVPD RIJCOSX def2/J DEFGRID3
* xyz 0 2
C 1.531 0.423 1.045
C 0.115 -0.297 0.882
C 0.330 -1.783 0.665
N -0.589 0.297 -0.241
C -1.235 -0.507 -1.416
O -2.155 -1.411 -1.061
H 2.189 -0.162 0.387
H 1.807 0.430 2.065
H 1.476 1.477 0.761
H -0.523 -0.210 1.727
H 0.861 -2.022 -0.257
H -0.662 -2.205 0.486
H 0.784 -2.222 1.565
H -1.379 0.848 0.080
H -0.344 -1.073 -1.827
H -1.624 0.308 -2.028
H -0.720 3.204 -1.290
H 0.023 1.987 -0.628
O 0.116 2.917 -0.916
*
```

* total energy: -9924.78463 eV
* highest occupied orbital energy (alpha / beta): -9.5 / -9.4 eV
* energy above the lowest of the compared OMol25 structures with the same formula, charge and spin: 19.3 kcal per mole
* frontier orbital gap (alpha / beta): 10.2 / 7.2 eV

No. 2
ORCA calculation (ωB97M-V with the def2-TZVPD basis set) on C29H23N2O8PSn as an isolated structure.

The geometry in ORCA input format:
```
! wB97M-V def2-TZVPD RIJCOSX def2/J DEFGRID3
* xyz 0 1
Sn -2.816 0.106 -1.164
O -1.374 2.258 2.705
C -0.525 1.456 2.594
O -0.689 0.345 1.699
C 0.797 1.337 3.257
C 1.326 2.277 4.125
C 2.581 2.028 4.659
C 3.284 0.869 4.334
C 2.754 -0.068 3.458
C 1.500 0.184 2.926
P 0.547 -0.668 1.684
C 1.381 -0.651 0.131
C 1.611 0.586 -0.474
C 2.506 0.672 -1.528
C 3.132 -0.479 -1.992
C 2.887 -1.715 -1.405
C 2.028 -1.804 -0.323
C -0.001 -2.280 2.154
C 0.118 -2.700 3.479
C -0.397 -3.931 3.850
C -1.033 -4.727 2.907
C -1.161 -4.303 1.590
C -0.646 -3.078 1.207
H 0.772 3.177 4.355
H 3.027 2.748 5.331
H 4.264 0.704 4.761
H 3.315 -0.954 3.188
H 1.128 1.489 -0.117
H 2.727 1.651 -1.941
H 3.835 -0.407 -2.813
H 3.382 -2.604 -1.773
H 1.863 -2.758 0.163
H 0.610 -2.072 4.211
H -0.306 -4.267 4.873
H -1.439 -5.685 3.203
H -1.671 -4.924 0.866
H -0.761 -2.730 0.188
O 2.496 3.917 -1.304
C 1.480 4.430 -0.783
O 1.359 5.102 0.246
C 0.166 3.781 -1.293
C 0.161 3.063 -2.488
C -0.865 2.184 -2.747
N -1.886 2.034 -1.892
C -1.989 2.870 -0.845
C -0.984 3.760 -0.514
C -3.248 2.712 -0.004
O -3.544 3.571 0.791
O -3.925 1.620 -0.247
H 1.015 3.150 -3.145
H -0.884 1.539 -3.616
H -1.062 4.380 0.368
N -0.849 -1.097 -3.220
C -1.533 -1.793 -4.323
C -3.009 -1.973 -3.998
C -3.716 -0.618 -3.975
O -3.951 -0.058 -5.021
O -4.028 -0.125 -2.796
H 0.070 -0.779 -3.507
H -0.694 -1.741 -2.451
H -1.078 -2.765 -4.545
H -1.451 -1.178 -5.220
H -3.132 -2.503 -3.050
H -3.476 -2.564 -4.786
*
```

* total energy: -64928.57405 eV
* highest occupied orbital energy: -8.0 eV
* energy above the lowest of the compared OMol25 structures with the same formula, charge and spin: 17.8 kcal per mole
* frontier orbital gap: 6.5 eV

No. 3
ORCA calculation (ωB97M-V with the def2-TZVPD basis set) on C38H42F5HoI2N5O3S as an isolated structure.

The geometry in ORCA input format:
```
! wB97M-V def2-TZVPD RIJCOSX def2/J DEFGRID3
* xyz -1 5
Ho 0.290 0.371 -0.530
I -1.136 6.958 -4.281
C -0.299 5.230 -3.519
C -0.035 4.216 -4.455
C 0.339 2.945 -4.042
I 0.645 1.503 -5.547
C 0.614 2.788 -2.702
O 1.067 1.641 -2.197
C 0.482 3.838 -1.778
C 0.830 3.688 -0.285
N -0.020 2.712 0.373
C -1.386 3.156 0.586
C -2.473 2.287 0.106
C -3.806 2.612 0.295
C -4.871 1.832 -0.184
C -4.521 0.643 -0.838
C -3.199 0.386 -1.065
N -2.193 1.219 -0.630
C -0.057 5.056 -2.179
H -0.248 4.396 -5.505
H 0.771 4.740 0.151
H 1.902 3.360 -0.205
H 0.471 2.528 1.275
H -1.588 4.137 0.169
H -1.640 3.355 1.670
H -4.064 3.531 0.824
H -5.961 2.065 -0.153
H -5.347 0.072 -1.245
H -2.875 -0.533 -1.577
H -0.165 5.865 -1.425
N 2.530 -0.452 -1.712
N 3.318 -1.565 -1.332
C 2.845 -2.576 -0.635
N 3.796 -3.548 -0.436
S 1.146 -2.664 -0.258
H 2.041 -0.718 -2.540
H 3.127 0.347 -1.913
H 4.326 -1.522 -1.488
H 4.542 -3.662 -1.106
H 3.402 -4.372 0.051
F -0.954 -5.449 -5.244
C -0.968 -4.171 -4.712
C -2.071 -3.617 -4.090
F -3.227 -4.389 -3.829
C -1.942 -2.389 -3.471
F -3.038 -1.678 -3.164
C -0.652 -1.784 -3.171
O -0.436 -0.765 -2.409
C 0.430 -2.364 -3.934
F 1.703 -1.911 -3.919
C 0.274 -3.567 -4.559
F 1.315 -4.164 -5.199
C 4.812 -0.107 1.252
C 4.609 1.350 1.709
C 4.362 2.290 0.529
C 3.411 1.398 2.705
C 3.471 2.236 3.819
C 2.491 2.213 4.796
C 1.449 1.289 4.672
C 1.220 0.635 3.458
C 0.054 -0.296 3.292
C -1.149 0.049 4.157
C 0.461 -1.753 3.450
C 2.154 0.771 2.385
O 1.865 0.381 1.152
H 5.693 -0.036 0.588
H 3.964 -0.446 0.633
H 5.029 -0.766 2.105
H 5.540 1.737 2.143
H 3.437 2.041 -0.036
H 5.142 2.199 -0.192
H 4.350 3.301 0.885
H 4.365 2.836 3.944
H 2.459 2.841 5.655
H 0.622 1.313 5.423
H -0.422 -0.128 2.279
H -1.152 -0.283 5.250
H -2.094 -0.410 3.720
H -1.261 1.127 4.192
H 0.630 -1.979 4.526
H 1.386 -1.989 2.875
H -0.382 -2.395 3.053
C -2.565 -4.532 1.222
C -3.198 -3.173 0.897
C -4.130 -2.527 1.990
C -3.987 -3.324 -0.443
C -1.980 -2.294 0.814
C -1.040 -1.491 0.654
H -3.350 -5.225 1.411
H -2.019 -4.514 2.118
H -1.856 -4.865 0.428
H -5.046 -3.097 2.163
H -4.334 -1.459 1.765
H -3.560 -2.437 2.890
H -4.720 -4.126 -0.331
H -3.301 -3.565 -1.299
H -4.462 -2.408 -0.733
*
```

* total energy: -120104.88212 eV
* highest occupied orbital energy (alpha / beta): -4.7 / -4.7 eV
* frontier orbital gap (alpha / beta): 6.7 / 6.7 eV

No. 4
ORCA calculation (ωB97M-V with the def2-TZVPD basis set) on a 2-piece molecular cluster, C3H8Cl2NOP overall.

The geometry in ORCA input format:
```
! wB97M-V def2-TZVPD RIJCOSX def2/J DEFGRID3
* xyz 0 1
C -1.092 0.463 -1.057
C 0.155 0.059 1.582
C 0.328 -0.113 -0.815
N 0.846 -0.200 0.348
O 3.429 -0.662 0.359
P 4.366 0.377 -0.418
Cl 5.405 1.059 1.213
Cl 5.703 -0.952 -1.055
H -1.109 1.445 -0.544
H -1.281 0.401 -2.122
H -1.851 -0.243 -0.594
H 0.131 1.220 1.705
H -0.851 -0.157 1.636
H 0.791 -0.286 2.384
H 2.363 -0.704 0.322
H 0.973 -0.015 -1.735
*
```

* total energy: -41112.85184 eV
* highest occupied orbital energy: -9.2 eV
* energy above the lowest of the compared OMol25 structures with the same formula, charge and spin: 0.0 kcal per mole
* frontier orbital gap: 9.7 eV
* structure (SMILES): OP(Cl)Cl.C/C=N\C

No. 5
ORCA calculation (ωB97M-V with the def2-TZVPD basis set) on a 3-piece molecular cluster, C5H14NO3 overall.

The geometry in ORCA input format:
```
! wB97M-V def2-TZVPD RIJCOSX def2/J DEFGRID3
* xyz 1 1
C -1.954 -0.662 -1.823
C -0.554 -1.533 1.642
C 0.851 1.666 1.918
C 3.204 -0.689 -0.791
C -1.455 0.576 -0.962
N -0.464 -0.215 -0.309
O -1.100 -0.611 0.732
O 0.778 1.625 0.464
O 2.140 -1.234 -0.559
H -2.479 -1.393 -1.157
H -2.488 -0.425 -2.661
H -1.210 -1.308 -2.284
H -0.992 -2.513 1.630
H -0.851 -1.113 2.649
H 0.524 -1.750 1.431
H -0.216 1.834 2.157
H 1.558 2.357 2.236
H 1.171 0.626 2.317
H 3.585 0.124 -1.482
H 4.071 -1.242 -0.446
H 1.463 1.980 -0.028
H -2.214 0.986 -0.277
H -0.957 1.280 -1.598
*
```

* total energy: -13031.53664 eV
* highest occupied orbital energy: -13.3 eV
* energy above the lowest of the compared OMol25 structures with the same formula, charge and spin: 176.1 kcal per mole
* frontier orbital gap: 7.6 eV

No. 6
ORCA calculation (ωB97M-V with the def2-TZVPD basis set) on a 2-piece molecular cluster, C6H12NS overall.

The geometry in ORCA input format:
```
! wB97M-V def2-TZVPD RIJCOSX def2/J DEFGRID3
* xyz 1 1
C -0.702 -0.594 2.121
C -0.486 -0.578 -0.898
C -1.519 0.237 -1.096
C 0.110 -0.612 1.100
C -2.058 0.182 -2.440
C 2.084 0.673 0.484
N 1.516 -0.609 1.092
S 1.919 1.899 1.823
H -0.380 -0.386 3.123
H -1.724 -0.885 2.078
H -0.123 -1.504 -1.250
H -1.972 0.936 -0.453
H -1.323 0.746 -2.963
H -2.051 -0.849 -2.923
H -2.969 0.535 -2.624
H 3.156 0.480 0.415
H 1.680 0.870 -0.559
H 1.798 -0.725 2.085
H 1.855 -1.485 0.562
H 0.592 1.685 1.946
*
```

* total energy: -18730.47249 eV
* highest occupied orbital energy: -13.6 eV
* energy above the lowest of the compared OMol25 structures with the same formula, charge and spin: 110.3 kcal per mole
* frontier orbital gap: 10.2 eV

No. 7
ORCA calculation (ωB97M-V with the def2-TZVPD basis set) on an isolated ion of composition C17H20N3OS2 and charge +1.

The geometry in ORCA input format:
```
! wB97M-V def2-TZVPD RIJCOSX def2/J DEFGRID3
* xyz 1 1
N 0.940 1.144 -2.625
O -0.415 -1.048 2.524
S -3.067 0.087 3.011
S 2.433 1.915 -2.561
C 1.040 -0.119 -2.311
C -3.923 1.475 3.623
C -3.117 2.586 3.657
C -1.751 2.284 3.233
C -1.569 1.000 2.819
C 5.079 -0.835 -1.176
C 4.291 -2.010 -1.309
C 4.551 0.367 -1.630
C 2.962 -1.887 -1.768
C 3.243 0.442 -1.996
C 2.393 -0.634 -2.055
N -0.233 -0.725 -2.125
C -0.376 -1.814 -1.168
C -1.508 -0.039 -2.402
C -1.518 -1.532 -0.187
C -1.991 0.665 -1.146
C -0.391 0.561 0.687
C -0.343 0.369 2.219
N -1.621 -0.063 0.104
H -0.435 -1.207 3.492
H -5.003 1.437 3.863
H -3.434 3.573 3.976
H -0.990 3.041 3.049
H 6.132 -0.918 -0.877
H 4.765 -2.974 -1.107
H 5.155 1.267 -1.611
H 2.350 -2.775 -1.835
H -0.500 -2.762 -1.723
H 0.529 -1.912 -0.574
H -2.238 -0.783 -2.723
H -1.432 0.641 -3.262
H -1.336 -2.107 0.741
H -2.467 -1.856 -0.632
H -1.484 1.645 -1.115
H -3.068 0.860 -1.222
H 0.513 0.100 0.266
H -0.314 1.633 0.456
H 0.543 0.814 2.665
H -2.393 0.093 0.754
*
```

* total energy: -46134.79463 eV
* highest occupied orbital energy: -10.6 eV
* frontier orbital gap: 8.2 eV
* structure (SMILES): O[C@@H](C[NH+]1CCN(c2nsc3ccccc23)CC1)c1cccs1

No. 8
ORCA calculation (ωB97M-V with the def2-TZVPD basis set) on one molecule with the formula C5H9NO.

The geometry in ORCA input format:
```
! wB97M-V def2-TZVPD RIJCOSX def2/J DEFGRID3
* xyz 0 1
C -0.516 -0.998 -0.975
C 0.846 -0.394 -0.597
C 1.012 -0.153 0.876
C 1.784 0.809 1.370
C -1.777 -0.207 -0.640
N -1.641 0.927 0.071
O -2.842 -0.646 -1.028
H -0.593 -1.264 -2.029
H -0.662 -1.901 -0.396
H 1.008 0.530 -1.151
H 1.612 -1.111 -0.859
H 0.572 -0.814 1.613
H 2.146 0.866 2.387
H 2.198 1.534 0.684
H -0.760 1.237 0.449
H -2.388 1.585 0.226
*
```

* total energy: -8868.32486 eV
* highest occupied orbital energy: -9.6 eV
* energy above the lowest of the compared OMol25 structures with the same formula, charge and spin: 20.5 kcal per mole
* frontier orbital gap: 10.5 eV
* structure (SMILES): C=CCCC(N)=O

No. 9
ORCA calculation (ωB97M-V with the def2-TZVPD basis set) on one molecule with the formula C5H7NO.

The geometry in ORCA input format:
```
! wB97M-V def2-TZVPD RIJCOSX def2/J DEFGRID3
* xyz 0 1
C -0.477 0.525 -1.778
C 0.075 -0.086 -0.518
C -0.775 -0.073 0.708
C 0.022 0.028 1.979
O 1.241 0.125 2.017
C 1.262 -0.789 -0.476
N 2.278 -1.442 -0.531
H 0.204 0.383 -2.621
H -0.663 1.602 -1.660
H -1.439 0.067 -2.067
H 1.736 -0.130 0.517
H -1.480 0.787 0.706
H -1.414 -0.978 0.814
H -0.571 -0.018 2.911
*
```

* total energy: -8831.47758 eV
* highest occupied orbital energy: -7.3 eV
* energy above the lowest of the compared OMol25 structures with the same formula, charge and spin: 109.0 kcal per mole
* frontier orbital gap: 7.6 eV

Repeat the fifth record exactly.
ORCA calculation (ωB97M-V with the def2-TZVPD basis set) on a 3-piece molecular cluster, C5H14NO3 overall.

The geometry in ORCA input format:
```
! wB97M-V def2-TZVPD RIJCOSX def2/J DEFGRID3
* xyz 1 1
C -1.954 -0.662 -1.823
C -0.554 -1.533 1.642
C 0.851 1.666 1.918
C 3.204 -0.689 -0.791
C -1.455 0.576 -0.962
N -0.464 -0.215 -0.309
O -1.100 -0.611 0.732
O 0.778 1.625 0.464
O 2.140 -1.234 -0.559
H -2.479 -1.393 -1.157
H -2.488 -0.425 -2.661
H -1.210 -1.308 -2.284
H -0.992 -2.513 1.630
H -0.851 -1.113 2.649
H 0.524 -1.750 1.431
H -0.216 1.834 2.157
H 1.558 2.357 2.236
H 1.171 0.626 2.317
H 3.585 0.124 -1.482
H 4.071 -1.242 -0.446
H 1.463 1.980 -0.028
H -2.214 0.986 -0.277
H -0.957 1.280 -1.598
*
```

* total energy: -13031.53664 eV
* highest occupied orbital energy: -13.3 eV
* energy above the lowest of the compared OMol25 structures with the same formula, charge and spin: 176.1 kcal per mole
* frontier orbital gap: 7.6 eV

Which formula does entry 1 have? C4H12NO2

Which formula does entry 4 have? C3H8Cl2NOP

Which value of total energy does entry 1 give? -9924.78463 eV